Molecular formula: H2N2O3S
Method: DFT, the ωB97M-V functional and the def2-TZVPD basis

Properties
2S+1: 1
Energy relative to the best compared isomer or geometry (same formula, charge and spin) (kJ/mol): 180.0

Geometry (Å):
1 N -1.6909 1.6858 0.0078
2 N 1.5041 -0.1203 -0.0436
3 O -2.6125 1.1871 -0.4574
4 O -0.1778 -1.4592 1.3657
5 O -0.5579 -1.2435 -1.0698
6 S -0.1081 -0.6525 0.2302
7 H 1.4376 0.6910 -0.7607
8 H 2.2056 -0.0885 0.7276